Model w:
17
Properties=species:S:1:pos:R:3 method="wB97M-V/def2-TZVPD" lumo_energy_ev=-3.36 homo_energy_ev=-13.841 charge=+1 orbital_gap_ev=10.49 smiles="CN1C=[NH+][C@@H](N)C1"
C -2.372 -0.156 0.198
N -0.956 0.074 0.064
C -0.356 1.220 0.323
N 0.913 1.220 0.111
C 1.471 -0.034 -0.419
N 2.283 -0.776 0.384
C -0.109 -0.892 -0.592
H -2.794 -0.066 1.256
H -2.999 0.407 -0.416
H -2.392 -1.138 -0.046
H -0.868 2.033 0.824
H 1.539 1.959 -0.097
H 1.887 0.259 -1.414
H 3.265 -0.606 0.117
H 2.088 -0.898 1.404
H -0.417 -0.829 -1.655
H -0.184 -1.776 -0.041


Model x:
17
Properties=species:S:1:pos:R:3 method="wB97M-V/def2-TZVPD" lumo_energy_ev=-3.24 homo_energy_ev=-13.105 charge=+1 orbital_gap_ev=9.87
C -1.859 -0.451 -0.043
C 0.314 0.177 0.037
C -2.538 0.670 -0.572
C 2.555 -0.728 -0.390
N -1.927 -1.532 0.468
N 1.163 -0.731 -0.325
N 0.738 1.344 0.518
H -3.558 0.495 -0.541
H -2.171 1.614 -0.176
H -2.243 0.747 -1.656
H 3.125 -1.294 0.322
H 2.732 -1.193 -1.312
H 3.035 0.293 -0.409
H -2.466 -2.403 0.560
H 0.720 -1.498 -0.701
H 0.299 2.268 0.589
H 1.696 1.305 1.048


Model y:
17
Properties=species:S:1:pos:R:3 method="wB97M-V/def2-TZVPD" lumo_energy_ev=-3.76 homo_energy_ev=-12.749 charge=+1 orbital_gap_ev=8.99
C 2.076 2.491 1.147
C 2.313 2.447 -0.026
C -1.322 0.610 -0.214
C -0.077 -2.798 -0.455
N -0.657 -0.514 0.015
N -0.724 1.793 0.012
N -1.087 -1.795 -0.252
H 1.751 2.144 2.133
H 2.655 2.235 -0.956
H -2.409 0.548 -0.394
H -0.472 -3.570 -1.232
H 0.825 -2.265 -0.915
H 0.163 -3.450 0.449
H 0.124 -0.558 0.645
H -1.314 2.575 -0.031
H 0.269 1.822 0.456
H -2.113 -1.716 -0.382


Model z:
17
Properties=species:S:1:pos:R:3 method="wB97M-V/def2-TZVPD" lumo_energy_ev=-3.72 homo_energy_ev=-14.435 charge=+1 orbital_gap_ev=10.71 smiles="CC[C@@H]1N=NC[NH2+]1"
C 1.553 1.055 1.232
C 0.283 0.213 1.322
C -0.612 0.396 0.110
N -1.924 -0.418 0.289
N -2.058 -1.237 -0.572
C -1.043 -1.277 -1.562
N -0.039 -0.198 -1.149
H 2.137 0.921 2.138
H 1.310 2.110 1.142
H 2.184 0.771 0.390
H -0.295 0.519 2.195
H 0.528 -0.845 1.448
H -0.905 1.436 -0.026
H -0.591 -2.272 -1.588
H -1.488 -1.065 -2.538
H 0.881 -0.603 -0.937
H 0.078 0.495 -1.894


Short version: model w is the most stable of them.


Model w:
8
Properties=species:S:1:pos:R:3 method="wB97M-V/def2-TZVPD" lumo_energy_ev=0.55 homo_energy_ev=-10.610 orbital_gap_ev=11.16 smiles="O=CF.C=O"
O 1.116 -1.693 0.332
C 1.300 -0.535 0.533
F 1.599 0.296 -0.430
H 1.235 -0.145 1.625
C -1.355 0.584 -0.489
O -0.765 0.186 0.431
H -2.413 0.413 -0.665
H -0.717 0.894 -1.337


Model x:
8
Properties=species:S:1:pos:R:3 method="wB97M-V/def2-TZVPD" lumo_energy_ev=0.61 homo_energy_ev=-11.461 orbital_gap_ev=12.07
C 0.464 0.240 0.257
C -0.736 -0.277 -0.481
O 1.556 0.900 -0.193
O 1.606 -0.317 0.536
F -0.026 0.782 1.885
H -0.984 -1.132 0.099
H -0.478 -0.739 -1.426
H -1.401 0.543 -0.677


Short version: model w is the most stable of them.


Model w:
8
Properties=species:S:1:pos:R:3 method="wB97M-V/def2-TZVPD" lumo_energy_ev="-0.92 / -0.95" homo_energy_ev="-10.124 / -9.379" orbital_gap_ev="9.21 / 8.43"
C 1.208 0.160 0.051
C -0.131 0.493 0.362
N 2.261 -0.269 -0.088
O -0.630 -1.591 -0.214
O -0.787 1.266 -0.429
H -0.342 0.222 1.471
H 0.193 -1.803 -0.783
H -1.773 1.521 -0.370


Model x:
8
Properties=species:S:1:pos:R:3 method="wB97M-V/def2-TZVPD" lumo_energy_ev=0.84 homo_energy_ev=-10.189 orbital_gap_ev=11.03
N 0.633 0.410 -0.493
C -0.264 0.975 0.241
O -1.072 0.100 0.714
C -0.150 -1.142 -0.006
O -0.669 -1.818 -0.828
H 1.400 0.882 -0.952
H -0.363 2.033 0.489
H 0.485 -1.440 0.836


Short version: model x is the most stable of them.


Model w:
8
Properties=species:S:1:pos:R:3 method="wB97M-V/def2-TZVPD" lumo_energy_ev=1.05 homo_energy_ev=-9.923 orbital_gap_ev=10.97
C 0.294 -4.468 1.295
C -0.573 -0.501 0.076
N 0.383 -0.593 1.132
O 0.660 -3.524 1.774
O 0.736 -0.308 -0.178
H 0.391 0.272 1.607
H -0.868 -1.460 -0.416
H -1.280 0.365 -0.206


Model x:
8
Properties=species:S:1:pos:R:3 method="wB97M-V/def2-TZVPD" lumo_energy_ev=0.84 homo_energy_ev=-10.192 orbital_gap_ev=11.03
N -0.410 -0.696 0.443
C 0.529 0.053 0.911
O 0.964 0.846 0.003
C -0.206 0.245 -1.085
O 0.166 -0.302 -2.067
H -0.929 -1.387 0.970
H 0.932 0.075 1.925
H -0.997 0.993 -0.963


Model y:
8
Properties=species:S:1:pos:R:3 method="wB97M-V/def2-TZVPD" lumo_energy_ev="-1.02 / -1.02" homo_energy_ev="-10.272 / -10.275" orbital_gap_ev="9.25 / 9.26"
C -0.455 0.234 0.189
C -0.748 -1.050 0.027
N -0.027 1.067 -0.859
O 1.911 0.866 0.213
O 1.199 1.240 -0.789
H -0.271 0.697 1.248
H -0.985 -1.452 -0.951
H -0.624 -1.604 0.923


Short version: model x is the most stable of them.


Model w:
8
Properties=species:S:1:pos:R:3 method="wB97M-V/def2-TZVPD" lumo_energy_ev=0.62 homo_energy_ev=-9.134 orbital_gap_ev=9.75
C 0.275 1.368 -0.676
C -0.323 -0.454 -0.016
N 0.220 -0.878 1.217
O 1.426 1.675 -0.764
O -1.131 -0.531 1.093
H -0.504 1.776 -1.213
H -0.303 -1.047 -1.021
H 0.341 -1.910 1.380


Model x:
8
Properties=species:S:1:pos:R:3 method="wB97M-V/def2-TZVPD" lumo_energy_ev=-0.49 homo_energy_ev=-9.605 orbital_gap_ev=9.11 smiles="C=CON=O"
C 1.517 0.309 0.130
C 0.331 -0.245 -0.150
O -0.844 0.453 -0.215
N -2.020 -0.408 0.142
O -3.066 0.075 -0.068
H 2.421 -0.262 0.205
H 1.401 1.448 0.040
H 0.260 -1.370 -0.086


Model y:
8
Properties=species:S:1:pos:R:3 method="wB97M-V/def2-TZVPD" lumo_energy_ev=0.72 homo_energy_ev=-9.464 orbital_gap_ev=10.18 smiles="O=C1N[C@H]1O"
O -0.273 1.657 1.393
C -0.357 0.922 0.427
N -0.196 0.759 -0.923
C -0.380 -0.502 -0.148
O 0.907 -1.103 0.031
H 0.740 0.911 -1.355
H -1.299 -1.074 -0.327
H 0.857 -1.570 0.902


Short version: model y is the most stable of them.


Model w:
8
Properties=species:S:1:pos:R:3 method="wB97M-V/def2-TZVPD" lumo_energy_ev=0.35 homo_energy_ev=-10.473 orbital_gap_ev=10.82 smiles="O=CNC=O"
O -1.138 0.103 -1.584
C -0.596 -0.703 -0.806
N 0.150 -0.288 0.241
C 0.487 0.954 0.611
O 1.326 1.022 1.477
H -0.938 -1.867 -0.807
H 0.752 -0.926 0.856
H -0.044 1.705 0.012


Model x:
8
Properties=species:S:1:pos:R:3 method="wB97M-V/def2-TZVPD" lumo_energy_ev="-1.22 / -0.94" homo_energy_ev="-9.719 / -9.549" orbital_gap_ev="8.50 / 8.61"
C 1.044 -0.161 -0.397
C -1.759 0.544 0.203
N -0.997 0.587 -0.709
O 1.557 0.792 0.088
O 1.902 -1.454 -0.512
H -2.851 0.903 0.186
H -1.629 0.040 1.160
H 2.733 -1.251 -0.019


Short version: model w is the most stable of them.